Record 1
{"formula": "C36H56F18NO18PS", "method": "the ωB97M-V functional and the def2-TZVPD basis", "total_energy_ha": -5351.5815, "homo_ev": -9.2720, "fmax_ev_per_a": 5.0, "elements": ["C", "C", "C", "C", "C", "C", "C", "C", "C", "C", "O", "C", "O", "S", "O", "O", "O", "C", "P", "N", "O", "H", "H", "H", "H", "H", "H", "H", "H", "H", "H", "H", "H", "H", "H", "H", "H", "H", "H", "H", "H", "H", "H", "H", "H", "H", "H", "C", "C", "O", "C", "O", "C", "F", "F", "F", "H", "H", "H", "H", "H", "C", "C", "O", "C", "O", "C", "F", "F", "F", "H", "H", "H", "H", "H", "C", "C", "O", "C", "O", "C", "F", "F", "F", "H", "H", "H", "H", "H", "C", "C", "O", "C", "O", "C", "F", "F", "F", "H", "H", "H", "H", "H", "C", "C", "O", "C", "O", "C", "F", "F", "F", "H", "H", "H", "H", "H", "C", "C", "O", "C", "O", "C", "F", "F", "F", "H", "H", "H", "H", "H"], "positions_angstrom": [[4.118, -3.711, -0.122], [3.483, -3.900, -1.538], [2.007, -3.331, -1.675], [1.381, -4.272, -2.757], [0.321, -3.642, -3.710], [-0.852, -2.879, -3.023], [-1.696, -3.733, -2.025], [-2.930, -2.839, -1.588], [-4.230, -3.660, -1.313], [-5.439, -2.719, -1.669], [-5.499, -1.688, -0.688], [-6.098, -0.500, -1.211], [1.202, -3.434, -0.476], [0.835, -1.927, 0.103], [-0.594, -1.978, 0.482], [1.640, -1.392, 1.217], [1.211, -0.949, -1.201], [2.160, -1.801, -1.940], [2.602, -1.194, -3.682], [1.326, -0.113, -4.216], [3.942, -0.160, -3.423], [3.386, -3.713, 0.707], [4.826, -4.543, 0.095], [4.723, -2.777, -0.082], [4.129, -3.484, -2.344], [3.452, -4.999, -1.714], [0.987, -5.167, -2.223], [2.209, -4.658, -3.392], [0.800, -3.026, -4.508], [-0.150, -4.490, -4.265], [-0.566, -1.936, -2.510], [-1.550, -2.577, -3.841], [-1.142, -4.025, -1.112], [-2.088, -4.665, -2.496], [-2.672, -2.130, -0.779], [-3.146, -2.205, -2.485], [-4.314, -4.608, -1.889], [-4.353, -3.867, -0.225], [-5.265, -2.281, -2.683], [-6.392, -3.296, -1.722], [-6.749, -0.771, -2.073], [-6.716, -0.065, -0.395], [-5.313, 0.243, -1.523], [3.115, -1.553, -1.396], [0.629, 0.032, -3.480], [1.711, 0.798, -4.462], [3.838, 0.184, -2.525], [4.905, 0.825, 1.699], [5.951, -0.115, 1.149], [7.264, 0.466, 1.224], [7.873, 0.369, 2.405], [7.409, -0.151, 3.373], [9.267, 0.980, 2.328], [9.274, 2.153, 1.691], [10.116, 0.184, 1.671], [9.788, 1.193, 3.535], [4.954, 1.793, 1.197], [3.906, 0.407, 1.564], [5.061, 1.010, 2.763], [5.755, -0.300, 0.093], [5.926, -1.079, 1.660], [-1.277, 3.201, -0.677], [-2.491, 3.986, -0.223], [-3.213, 4.509, -1.355], [-4.043, 3.657, -1.950], [-4.216, 2.526, -1.614], [-4.775, 4.349, -3.094], [-3.949, 5.088, -3.849], [-5.728, 5.170, -2.635], [-5.370, 3.482, -3.908], [-0.646, 3.813, -1.326], [-0.689, 2.875, 0.181], [-1.570, 2.321, -1.252], [-2.175, 4.843, 0.363], [-3.144, 3.386, 0.406], [-2.759, -9.724, -0.181], [-3.414, -10.173, -1.471], [-4.563, -9.363, -1.771], [-4.309, -8.196, -2.361], [-3.222, -7.795, -2.644], [-5.613, -7.466, -2.663], [-6.464, -7.500, -1.635], [-6.251, -8.010, -3.704], [-5.411, -6.184, -2.955], [-3.485, -9.717, 0.634], [-1.939, -10.392, 0.084], [-2.367, -8.711, -0.271], [-3.779, -11.194, -1.366], [-2.711, -10.164, -2.305], [12.057, 0.951, 6.018], [10.708, 0.892, 6.706], [10.741, -0.029, 7.809], [11.248, 0.447, 8.946], [11.665, 1.553, 9.098], [11.176, -0.616, 10.037], [11.572, -1.814, 9.599], [9.926, -0.758, 10.492], [11.940, -0.310, 11.081], [12.377, -0.049, 5.718], [12.010, 1.586, 5.134], [12.823, 1.345, 6.687], [9.956, 0.517, 6.012], [10.380, 1.878, 7.036], [-4.058, 2.569, 6.720], [-3.184, 3.706, 6.233], [-3.196, 3.782, 4.797], [-4.237, 4.416, 4.260], [-5.132, 4.906, 4.874], [-4.094, 4.462, 2.742], [-3.716, 3.274, 2.235], [-3.180, 5.365, 2.371], [-5.227, 4.795, 2.137], [-3.758, 1.630, 6.253], [-3.981, 2.465, 7.803], [-5.104, 2.738, 6.461], [-2.148, 3.528, 6.521], [-3.482, 4.660, 6.670], [-5.798, 6.871, -5.414], [-5.629, 7.992, -4.411], [-5.437, 9.252, -5.077], [-6.546, 9.860, -5.497], [-7.652, 9.435, -5.361], [-6.199, 11.199, -6.137], [-5.155, 11.105, -6.965], [-5.884, 12.111, -5.211], [-7.212, 11.692, -6.843], [-4.955, 6.848, -6.108], [-5.863, 5.915, -4.910], [-6.701, 7.008, -6.011], [-4.735, 7.822, -3.813], [-6.473, 8.046, -3.722]], "forces_ev_per_a": [[0.64, 0.21, -0.22], [-0.27, -0.60, 1.45], [1.08, -1.02, -1.71], [-0.40, 0.62, -0.55], [-0.49, -0.41, 0.22], [-0.28, -0.64, -0.22], [-0.68, 0.79, 0.39], [0.17, -0.78, -1.08], [-0.73, 1.37, 0.36], [0.63, -0.89, -0.16], [-0.16, -0.03, -0.70], [-0.04, 0.17, 0.19], [0.45, 2.52, 0.31], [-2.67, 1.53, 3.91], [3.08, 0.04, -2.01], [-0.23, -1.71, -2.64], [-0.82, -3.15, 0.66], [1.57, 1.74, 0.59], [0.73, -0.01, -1.67], [0.39, -0.54, 1.55], [-1.65, -0.90, 0.80], [0.24, 0.11, -0.59], [-0.43, 0.55, -0.28], [-0.49, -0.50, 0.16], [-0.58, -0.08, 0.50], [-0.20, 0.76, 0.00], [0.11, 0.72, -0.23], [-0.47, 0.35, 0.39], [-0.19, -0.26, 0.71], [0.34, 0.52, 0.34], [0.06, -0.54, -0.33], [0.50, -0.09, 0.53], [-0.11, 0.10, -0.63], [0.39, 0.62, 0.10], [-0.17, -0.63, -0.30], [0.04, -0.34, 0.64], [0.32, 0.83, 0.39], [0.24, -0.16, -0.69], [-0.09, -0.25, 0.61], [0.38, 0.38, 0.20], [0.31, 0.45, 0.54], [0.38, -0.14, -0.63], [-0.73, -0.68, 0.18], [-0.45, -0.30, -0.58], [0.04, 0.10, -0.25], [0.01, -0.20, -0.07], [0.35, 0.52, -0.09], [0.00, 0.30, 0.23], [-0.72, -0.22, -0.12], [0.53, 0.06, 0.02], [-1.00, -0.34, -0.57], [0.34, 0.01, 0.48], [1.11, 0.63, -0.12], [-0.37, 0.15, -0.09], [-0.17, -0.42, -0.11], [-0.28, -0.16, 0.31], [-0.02, -0.08, -0.10], [0.05, -0.05, 0.00], [-0.04, -0.12, -0.01], [0.34, 0.09, -0.03], [0.19, 0.11, 0.10], [-0.03, -0.09, -0.37], [0.62, -0.34, 0.25], [-0.39, 0.21, -0.40], [0.80, 0.14, 1.00], [-0.40, -0.33, -0.37], [-0.43, 0.34, -0.93], [0.35, -0.09, 0.26], [0.01, 0.05, 0.44], [0.08, -0.34, 0.16], [0.02, 0.06, 0.13], [-0.06, 0.03, 0.00], [-0.03, -0.04, 0.13], [-0.12, 0.19, -0.25], [0.07, 0.06, -0.64], [-0.07, 0.31, 0.07], [0.51, -0.46, 0.31], [-0.37, 0.28, -0.28], [0.53, -0.98, 0.38], [0.02, 0.52, -0.24], [-1.12, 0.66, -0.13], [0.15, -0.17, 0.35], [0.24, -0.35, -0.23], [0.36, -0.05, -0.11], [0.02, -0.13, -0.03], [-0.05, -0.01, -0.04], [0.07, -0.07, -0.07], [-0.25, 0.15, -0.06], [-0.11, 0.22, -0.02], [0.26, -0.07, 0.20], [0.03, 0.31, -0.71], [-0.11, -0.22, 0.50], [-0.29, 0.32, -1.13], [0.20, 0.12, 0.51], [0.10, -0.80, 0.82], [0.08, -0.03, -0.32], [-0.28, 0.22, -0.17], [0.14, 0.36, -0.07], [-0.12, 0.02, -0.09], [-0.05, -0.03, 0.03], [-0.08, 0.09, -0.02], [-0.02, -0.22, 0.23], [0.12, -0.10, 0.21], [-0.23, -0.09, -0.24], [0.07, -0.21, 0.75], [0.02, 0.21, -0.55], [0.50, -0.33, 1.10], [-0.42, 0.26, -0.33], [-0.18, -0.14, -1.10], [-0.15, -0.07, 0.87], [0.26, 0.18, 0.40], [-0.25, 0.02, 0.30], [0.10, 0.03, 0.09], [0.04, 0.04, -0.04], [0.03, 0.08, 0.09], [0.02, 0.01, -0.30], [-0.12, 0.00, -0.22], [-0.19, 0.28, -0.47], [0.05, -0.72, 0.27], [-0.01, 0.53, -0.11], [0.38, -0.97, 0.61], [-0.42, 0.32, -0.21], [0.21, 0.95, -0.62], [0.15, -0.29, -0.02], [0.00, -0.11, 0.38], [-0.30, -0.25, 0.06], [0.06, -0.04, 0.13], [-0.08, 0.02, -0.04], [-0.03, 0.02, 0.11], [0.06, 0.25, -0.13], [-0.06, 0.16, -0.17]]}

Record 2
{"formula": "C36H56F3N6O11S2", "method": "the ωB97M-V functional and the def2-TZVPD basis", "total_charge": 1, "total_energy_ha": -3657.1610, "homo_ev": -10.7703, "fmax_ev_per_a": 2.1, "elements": ["C", "C", "O", "C", "C", "O", "C", "N", "C", "C", "S", "C", "C", "C", "N", "O", "N", "C", "F", "F", "F", "C", "C", "O", "O", "C", "C", "C", "C", "N", "C", "C", "C", "C", "C", "C", "C", "O", "C", "C", "S", "C", "N", "N", "C", "O", "H", "H", "H", "H", "H", "H", "H", "H", "H", "H", "H", "H", "H", "H", "H", "H", "H", "H", "H", "H", "H", "H", "H", "H", "H", "H", "H", "H", "H", "H", "H", "H", "H", "H", "H", "H", "H", "H", "H", "H", "H", "H", "H", "H", "O", "C", "O", "C", "C", "C", "H", "H", "H", "H", "H", "H", "O", "C", "O", "C", "C", "C", "H", "H", "H", "H", "H", "H"], "positions_angstrom": [[4.024, -4.001, 4.169], [4.380, -2.512, 3.949], [5.537, -2.335, 3.121], [5.249, -2.473, 1.758], [4.721, -1.154, 1.159], [4.628, -1.390, -0.268], [3.576, -0.735, -0.887], [2.285, -1.516, -0.710], [2.588, -2.922, -1.085], [1.345, -3.852, -1.200], [1.019, -4.367, 0.580], [1.847, -5.096, -1.970], [2.909, -5.944, -1.237], [2.328, -7.291, -0.777], [2.441, -7.723, 0.544], [1.787, -8.006, -1.599], [0.193, -3.164, -1.762], [-0.831, -3.952, -2.303], [-1.074, -5.044, -1.568], [-0.591, -4.397, -3.564], [-1.987, -3.275, -2.375], [0.445, -1.901, -2.440], [1.178, -1.999, -3.797], [0.561, -1.205, -4.798], [1.579, -0.724, -5.641], [1.083, -0.899, -1.420], [1.351, 0.446, -2.118], [0.127, 1.114, -2.794], [-0.754, 2.000, -1.872], [-2.045, 1.343, -1.623], [-2.822, 1.955, -0.537], [-3.970, 1.006, -0.215], [-3.669, -0.151, 0.490], [-4.633, -1.085, 0.804], [-5.932, -0.831, 0.376], [-6.243, 0.317, -0.304], [-5.266, 1.251, -0.620], [-5.541, 2.401, -1.332], [0.002, -0.743, -0.306], [0.277, 0.372, 0.714], [0.868, -0.277, 2.334], [2.100, 0.921, 2.709], [3.173, 0.773, 3.405], [3.811, 1.982, 3.417], [3.119, 2.799, 2.717], [2.010, 2.180, 2.234], [2.944, -4.126, 4.025], [4.516, -4.636, 3.427], [4.266, -4.336, 5.179], [4.602, -2.009, 4.888], [3.527, -2.044, 3.443], [4.499, -3.264, 1.589], [6.176, -2.740, 1.242], [5.446, -0.351, 1.314], [3.735, -0.935, 1.581], [3.485, 0.256, -0.428], [3.839, -0.669, -1.944], [2.142, -1.521, 0.311], [3.186, -2.966, -1.999], [3.175, -3.379, -0.292], [-0.260, -3.957, 0.713], [1.060, -5.774, -2.301], [2.323, -4.720, -2.887], [3.379, -5.462, -0.371], [3.725, -6.189, -1.924], [2.989, -7.111, 1.135], [1.555, -7.976, 0.959], [-0.535, -1.456, -2.639], [2.207, -1.633, -3.665], [1.288, -3.021, -4.175], [1.594, 0.242, -5.558], [1.781, 1.204, -1.456], [2.106, 0.321, -2.905], [-0.507, 0.440, -3.370], [0.553, 1.812, -3.527], [-0.960, 2.926, -2.434], [-0.248, 2.322, -0.962], [-2.585, 1.340, -2.480], [-3.296, 2.894, -0.864], [-2.226, 2.205, 0.346], [-2.643, -0.338, 0.800], [-4.365, -1.986, 1.343], [-6.680, -1.583, 0.606], [-7.271, 0.473, -0.623], [-6.075, 2.962, -0.753], [-0.003, -1.690, 0.251], [-0.993, -0.677, -0.752], [-0.678, 0.856, 0.932], [0.948, 1.165, 0.392], [3.295, 3.834, 2.477], [-0.545, 4.873, -0.274], [-1.507, 5.496, -0.640], [-2.565, 4.917, -1.245], [-3.509, 5.928, -1.658], [-3.214, 7.128, -0.777], [-1.712, 6.993, -0.546], [-3.348, 6.136, -2.718], [-4.520, 5.552, -1.521], [-3.510, 8.074, -1.228], [-3.740, 7.028, 0.172], [-1.129, 7.477, -1.331], [-1.412, 7.364, 0.431], [-4.756, 4.132, 1.041], [-4.125, 4.410, 2.019], [-3.546, 5.620, 2.205], [-2.768, 5.611, 3.418], [-3.350, 4.483, 4.255], [-3.809, 3.497, 3.185], [-1.721, 5.437, 3.155], [-2.852, 6.579, 3.906], [-2.641, 4.067, 4.967], [-4.214, 4.845, 4.814], [-3.012, 2.812, 2.888], [-4.691, 2.939, 3.488]], "forces_ev_per_a": [[-0.27, 0.37, -0.09], [-0.07, -0.57, -0.40], [-0.10, -0.06, 0.09], [0.02, 0.38, 0.00], [0.44, -0.87, -0.16], [-0.61, -0.04, -0.06], [1.49, 0.29, 0.53], [1.16, 0.11, -0.29], [-0.78, -1.05, -0.34], [0.39, -0.31, 0.60], [-0.34, 0.21, 0.19], [0.52, 0.03, -0.45], [0.37, -0.49, 0.74], [-0.50, -1.09, -0.58], [0.41, 1.17, -0.28], [-0.08, 0.71, 0.34], [0.57, -0.20, -0.08], [-1.08, -0.69, -0.49], [0.33, 0.21, 0.15], [0.12, 0.19, 0.18], [0.33, 0.33, 0.04], [0.02, 0.43, -0.30], [1.30, -0.26, 0.02], [-0.58, 0.38, 0.76], [0.84, -0.24, -0.71], [-2.09, 0.20, 0.26], [0.27, 0.02, -0.62], [0.16, 0.89, 0.45], [-0.72, 0.07, -1.44], [1.17, -0.21, 1.09], [-1.88, 0.30, -0.96], [1.31, 0.41, 0.35], [0.12, -0.38, 0.20], [0.08, 0.19, -0.22], [0.10, -1.01, 0.66], [-0.77, 0.30, -0.50], [0.14, -0.06, 0.21], [-0.31, -0.15, 0.18], [0.81, -0.54, 0.45], [-0.83, 0.22, 0.22], [0.56, 0.16, -0.22], [0.26, 0.40, -0.16], [-0.26, -0.95, 0.22], [0.87, 0.68, 0.32], [-0.31, -0.84, 0.09], [-0.88, 0.59, -0.60], [0.13, -0.10, 0.14], [0.09, 0.06, 0.21], [0.14, -0.07, -0.21], [-0.15, 0.08, -0.15], [0.09, 0.27, 0.36], [0.15, 0.03, -0.06], [-0.13, -0.04, 0.04], [-0.30, 0.05, 0.22], [0.19, 0.27, 0.00], [-0.52, -0.07, -0.31], [-0.43, -0.02, 0.04], [-0.50, 0.06, -0.13], [-0.20, 0.39, 0.02], [0.25, 0.41, -0.14], [0.25, -0.10, -0.24], [-0.07, 0.20, 0.22], [-0.26, -0.03, 0.05], [-0.11, 0.20, -0.22], [-0.16, 0.04, 0.02], [-0.27, -0.01, 0.12], [0.14, -0.46, -0.07], [0.12, -0.15, -0.04], [-0.15, -0.01, -0.16], [-0.31, 0.02, 0.28], [-0.51, -0.07, 0.33], [-0.08, -0.27, 0.12], [-0.09, -0.18, 0.17], [0.13, -0.06, 0.15], [0.07, -0.26, 0.03], [0.33, 0.03, 0.27], [-0.21, -0.20, 0.05], [-0.12, 0.06, 0.12], [0.45, -0.29, 0.27], [0.22, -0.33, -0.18], [-0.05, 0.14, -0.04], [-0.18, 0.04, -0.02], [-0.15, 0.28, -0.14], [0.14, 0.12, -0.02], [0.09, 0.12, -0.15], [-0.11, 0.09, -0.17], [0.20, 0.53, -0.03], [0.19, 0.06, -0.05], [0.02, -0.22, -0.02], [-0.04, -0.07, 0.00], [-0.15, -0.26, 0.07], [0.27, 0.21, -0.05], [0.25, 0.30, 0.00], [-0.34, 0.18, -0.09], [0.00, 0.22, 0.07], [-0.54, -0.03, 0.13], [0.06, -0.03, 0.01], [0.11, -0.23, 0.03], [0.03, -0.05, -0.10], [0.00, -0.03, -0.06], [0.10, -0.02, 0.06], [0.26, -0.03, -0.08], [-0.12, 0.33, -0.15], [0.08, -0.47, -0.08], [-0.05, -0.06, -0.03], [0.16, 0.05, 0.27], [-0.01, -0.15, 0.09], [-0.05, 0.40, 0.41], [-0.03, -0.03, -0.05], [-0.06, 0.07, -0.19], [0.04, 0.05, -0.04], [0.03, 0.02, 0.00], [-0.08, -0.06, -0.07], [0.04, -0.18, -0.23]]}

Results for gap between HOMO and LUMO: 9.18 8.65 (in eV, following the order of the records).